50
Properties=species:S:1:pos:R:3 method="wB97M-V/def2-TZVPD" e_lumo_ev="-8.057 / -7.865" homo_energy_ev="-14.631 / -14.570" mol_weight_g_mol=568.25 energy_ev=-71986.1774 total_charge=+2 spin_multiplicity=7
C 0.001 0.808 -3.964
I 1.471 -0.550 -2.978
H -0.503 1.370 -3.183
H -0.720 0.220 -4.534
H 0.546 1.470 -4.643
Tb 0.273 -0.260 -0.184
P -2.327 -1.225 -0.612
C -2.161 -2.901 -1.343
C -3.649 -1.512 0.630
H -4.449 -2.110 0.171
H -4.104 -0.896 -2.228
H -4.063 -0.547 0.954
H -3.566 0.656 -1.509
H -1.630 -3.566 -0.647
H -3.265 -2.043 1.511
C -3.230 -0.307 -1.916
H -3.169 -3.303 -1.532
H -2.583 -0.108 -2.784
H -1.590 -2.862 -2.283
P 2.176 1.549 0.721
C 3.810 0.743 0.461
C 2.264 2.960 -0.470
H 1.693 3.208 2.410
H 3.456 2.913 2.277
H 2.417 1.773 3.176
C 2.467 2.433 2.302
H 1.413 3.633 -0.294
H 3.203 3.514 -0.312
H 4.602 1.442 0.783
H 3.950 0.477 -0.599
H 2.208 2.613 -1.514
H 3.885 -0.183 1.054
C 1.690 -2.156 -0.391
O 2.386 -3.064 -0.588
C 1.860 -3.034 2.630
Si 0.721 -1.713 3.341
C -0.240 -2.674 4.628
C 1.751 -0.462 4.270
C -0.318 -0.846 2.046
H 2.214 -3.668 3.458
H 2.735 -2.610 2.128
H 1.332 -3.679 1.918
H 0.453 -3.076 5.383
H -0.972 -2.045 5.149
H -0.779 -3.525 4.191
H 2.702 -0.249 3.772
H 1.200 0.477 4.383
H 1.965 -0.844 5.276
H -1.255 -1.439 2.023
H -0.633 0.111 2.532

***

17
Properties=species:S:1:pos:R:3 method="wB97M-V/def2-TZVPD" smiles="C=NC(=C)CCN" e_lumo_ev=0.799 homo_energy_ev=-8.040 de_lowest_kcal_mol=101.61 mol_weight_g_mol=98.15 energy_ev=-8322.9268
C -1.198 -2.215 0.630
N -0.527 -1.461 -0.206
C -0.808 -0.068 -0.184
C -1.960 0.495 -0.712
C 0.232 0.573 0.750
C 1.541 0.525 0.210
N 1.803 0.911 -1.134
H -1.553 -1.812 1.596
H -1.194 -3.283 0.564
H -2.342 1.332 -0.094
H -2.213 0.522 -1.738
H -0.022 1.637 1.081
H 0.247 -0.070 1.624
H 2.073 1.453 0.599
H 2.278 -0.385 0.395
H 2.169 0.176 -1.701
H 1.473 1.673 -1.679